C8H9ClN2O | ωB97M-V/def2-TZVPD

Last columns: bonded neighbours and bond lengths (Å).
Positions of all 21 atoms, in Å:
1 C -1.5577 1.4652 -0.4219  C3 1.376, C5 1.448, H13 1.089
2 C -1.2013 -0.5066 1.0334  C4 1.370, C5 1.412, H14 1.103
3 C -2.8499 1.0290 -0.6014  C1 1.376, C6 1.420, H15 1.029
4 C -2.5404 -0.7824 0.9416  C2 1.370, C6 1.393, H16 1.069
5 C -0.7018 0.6699 0.4331  C1 1.448, C2 1.412, C7 1.344
6 C -3.3936 -0.0879 0.0863  C3 1.420, C4 1.393, Cl12 1.661
7 C 0.5513 1.1427 0.5464  C5 1.344, N9 1.269
8 C 1.3312 -1.5498 -0.6394  N10 1.409, H17 1.127, H18 1.188, H19 1.071
9 N 1.3272 2.0952 0.8647  C7 1.269, H20 1.034, H21 1.011
10 N 1.7974 -0.2928 -0.2053  C8 1.409, O11 1.232
11 O 2.9629 0.1059 -0.2063  N10 1.232
12 Cl -4.8778 -0.6441 -0.4116  C6 1.661
13 H -1.0769 2.0452 -1.2085  C1 1.089
14 H -0.5546 -0.9059 1.8335  C2 1.103
15 H -3.5011 1.6633 -1.0843  C3 1.029
16 H -2.7471 -1.5852 1.6169  C4 1.069
17 H 1.2743 -1.4669 -1.7614  C8 1.127
18 H 0.1992 -1.5192 -0.2799  C8 1.188
19 H 1.9861 -2.3829 -0.4842  C8 1.071
20 H 1.1015 2.9084 1.4613  N9 1.034
21 H 2.2869 2.1461 0.5494  N9 1.011

Calculated values
* strongest force on any atom: 5.79 eV/A
* molar mass: 184.63 g/mol
* total energy: -25968.4317 eV
* orbital gap (spin up / spin down): 0.2572 / 0.2572 Eh
* energy relative to the best compared isomer or geometry (same formula, charge and spin): 1.262 eV
* net charge: +2
* E_HOMO (spin up / spin down): -17.3 / -17.3 eV

Löwdin atomic charge list, values in e, 2 entries: number 1, C, carries 0.0717; number 2, C, carries -0.0181